#a
Computed, not measured: an isolated molecule of C5H12O2, with wB97M-V/def2-TZVPD.

The molar mass is 104.15 g/mol. As for the LUMO energy: 1.113 eV. Its HOMO energy is -9.79 eV. As for the structure (SMILES): CCOCCOC.

Last column: Löwdin charge in e.
CARTESIAN COORDINATES (ANGSTROEM)
C1 -2.50 -1.84 1.19  -0.080
C2 -2.15 -0.42 0.82  -0.293
O1 -0.93 -0.48 0.11  -0.159
C3 -0.11 0.66 0.22  -0.206
C4 1.08 0.38 -0.67  -0.228
O2 2.01 1.42 -0.55  -0.184
C5 3.14 1.19 -1.34  -0.123
H1 -1.69 -2.29 1.77  0.079
H2 -2.68 -2.45 0.30  0.077
H3 -3.40 -1.85 1.80  0.072
H4 -2.04 0.18 1.74  0.119
H5 -2.93 0.05 0.20  0.124
H6 -0.62 1.58 -0.10  0.134
H7 0.21 0.80 1.26  0.132
H8 1.51 -0.59 -0.37  0.133
H9 0.75 0.27 -1.72  0.133
H10 2.88 1.12 -2.41  0.090
H11 3.64 0.25 -1.06  0.090
H12 3.83 2.03 -1.18  0.089



#b
Computed, not measured: a cluster of 2 separate species, C5H12O2 in total, with wB97M-V/def2-TZVPD.

The molar mass is 104.15 g/mol. As for the LUMO energy: 0.784 eV. Its HOMO energy is -8.28 eV.

Last column: Löwdin charge in e.
CARTESIAN COORDINATES (ANGSTROEM)
C1 -1.30 -0.44 1.51  -0.092
O1 -0.10 -0.34 0.76  -0.224
C2 -0.19 0.49 -0.41  -0.445
C3 -0.73 1.88 -0.10  -0.057
C4 1.21 0.58 -1.01  -0.044
C5 1.80 -2.58 -0.70  -0.021
O2 0.49 -2.58 -0.65  -0.091
H1 -1.55 0.50 2.01  0.086
H2 -1.13 -1.20 2.28  0.097
H3 -2.15 -0.74 0.87  0.103
H4 -0.87 -0.02 -1.12  0.149
H5 -0.11 2.36 0.66  0.097
H6 -1.77 1.86 0.24  0.074
H7 -0.69 2.49 -1.01  0.086
H8 1.92 0.88 -0.24  0.098
H9 1.22 1.33 -1.81  0.087
H10 1.54 -0.36 -1.44  0.046
H11 2.12 -1.85 0.10  -0.002
H12 0.14 -1.94 0.02  0.053



#c
Computed, not measured: a cluster of 2 separate species, C5H12O2 in total, with wB97M-V/def2-TZVPD.

The molar mass is 104.15 g/mol. As for the LUMO energy: 0.777 eV. Its HOMO energy is -9.48 eV. As for the structure (SMILES): C[C@@H]1OCC[C@@H]1O.[H][H].

Last column: Löwdin charge in e.
CARTESIAN COORDINATES (ANGSTROEM)
C1 -1.47 1.52 0.23  -0.068
C2 -0.89 0.05 0.20  -0.234
O1 -0.12 -0.80 1.28  -0.227
C3 1.11 -1.27 0.70  -0.217
C4 0.72 -1.42 -0.76  -0.123
C5 -0.01 -0.12 -1.03  -0.371
O2 0.88 0.98 -1.13  -0.027
H1 -2.06 1.78 1.12  0.074
H2 -0.76 2.33 0.04  0.064
H3 -2.18 1.56 -0.62  0.088
H4 -1.76 -0.58 0.17  0.133
H5 1.93 -0.54 0.83  0.116
H6 1.45 -2.22 1.14  0.128
H7 1.55 -1.60 -1.44  0.120
H8 0.00 -2.24 -0.83  0.128
H9 -0.66 -0.17 -1.91  0.151
H10 1.57 0.74 -1.77  0.102
H11 0.37 1.36 1.80  0.084
H12 0.33 0.62 1.95  0.080



Most stable structure, least stable structure: #a, #b.



#a
Computed, not measured: a cluster of 3 separate species, C5H12O2 in total, with wB97M-V/def2-TZVPD.

The molar mass is 104.15 g/mol. As for the LUMO energy: 0.554 eV. Its HOMO energy is -9.29 eV. As for the structure (SMILES): C=CCC=C.O.O.

Last column: Löwdin charge in e.
CARTESIAN COORDINATES (ANGSTROEM)
C1 -0.48 -0.09 -1.23  -0.007
C2 0.33 0.10 -0.18  -0.191
C3 1.69 -0.47 0.18  -0.210
C4 2.54 -0.81 -1.12  -0.155
C5 3.76 -0.19 -1.24  -0.012
H1 -1.12 0.73 -1.48  0.054
H2 -0.68 -0.98 -1.75  0.042
H3 0.18 1.12 0.19  0.084
H4 2.40 0.26 0.72  0.119
H5 1.57 -1.41 0.66  0.084
H6 1.74 -1.13 -1.95  0.131
H7 4.58 -0.67 -1.73  0.043
H8 3.92 0.58 -0.49  0.040
O1 -4.68 -0.92 1.24  -0.103
H9 -5.12 -0.43 0.52  0.032
H10 -3.92 -0.32 1.52  0.026
O2 -2.55 1.37 1.89  -0.044
H11 -1.64 1.09 1.80  0.015
H12 -2.52 2.16 2.44  0.053



#b
Computed, not measured: a cluster of 2 separate species, C5H12O2 in total, with wB97M-V/def2-TZVPD.

The molar mass is 104.15 g/mol. As for the LUMO energy: 0.935 eV. Its HOMO energy is -9.91 eV. As for the structure (SMILES): C1CCOC1.CO.

Last column: Löwdin charge in e.
CARTESIAN COORDINATES (ANGSTROEM)
C1 -1.00 -0.18 -0.06  -0.153
C2 0.22 0.54 -0.67  -0.166
C3 -0.17 2.01 -0.56  -0.209
O1 -1.57 2.03 -0.76  -0.133
C4 -2.09 0.92 -0.05  -0.194
H1 -1.27 -1.04 -0.68  0.112
H2 -0.91 -0.58 0.96  0.105
H3 0.29 0.23 -1.72  0.119
H4 1.18 0.37 -0.19  0.098
H5 0.32 2.63 -1.32  0.125
H6 0.11 2.39 0.44  0.129
H7 -2.31 1.22 0.99  0.121
H8 -3.01 0.60 -0.53  0.120
C5 1.91 -2.11 0.57  -0.159
O2 1.56 -0.98 1.34  -0.155
H9 2.97 -2.01 0.31  0.081
H10 1.34 -2.22 -0.36  0.082
H11 1.77 -3.03 1.17  0.078
H12 0.64 -0.78 1.12  -0.002



#c
Computed, not measured: a cluster of 2 separate species, C5H12O2 in total, with wB97M-V/def2-TZVPD.

The molar mass is 104.15 g/mol. As for the LUMO energy: 0.866 eV. Its HOMO energy is -9.97 eV. As for the structure (SMILES): CCC=O.CCO.

Last column: Löwdin charge in e.
CARTESIAN COORDINATES (ANGSTROEM)
C1 -3.17 0.30 0.66  -0.107
C2 -1.72 0.73 0.41  -0.222
C3 -1.12 0.01 -0.77  -0.304
O1 -0.54 0.56 -1.68  0.039
H1 -3.81 0.58 -0.19  0.078
H2 -3.25 -0.78 0.80  0.075
H3 -3.56 0.79 1.56  0.074
H4 -1.63 1.80 0.24  0.118
H5 -1.11 0.47 1.29  0.116
H6 -1.24 -1.09 -0.77  0.132
C4 2.49 -0.63 -1.03  -0.085
C5 1.87 -0.24 0.30  -0.349
O2 2.77 -0.36 1.39  -0.076
H7 3.28 0.08 -1.31  0.077
H8 2.93 -1.63 -0.97  0.078
H9 1.74 -0.61 -1.82  0.063
H10 1.46 0.78 0.24  0.108
H11 1.04 -0.91 0.54  0.101
H12 3.56 0.15 1.17  0.083



#d
Computed, not measured: a cluster of 2 separate species, C5H12O2 in total, with wB97M-V/def2-TZVPD.

The molar mass is 104.15 g/mol. As for the LUMO energy: 0.896 eV. Its HOMO energy is -9.83 eV. As for the structure (SMILES): C[C@@H](O)CC=O.C.

Last column: Löwdin charge in e.
CARTESIAN COORDINATES (ANGSTROEM)
C1 -1.71 0.25 -1.83  -0.045
C2 -1.44 0.59 -0.32  -0.363
O1 -2.08 -0.39 0.44  -0.041
C3 0.06 0.74 0.42  -0.074
C4 0.51 -0.28 -0.50  -0.387
O2 0.29 -1.47 -0.36  0.000
H1 -1.45 -0.78 -2.11  0.083
H2 -2.80 0.32 -1.96  0.086
H3 -1.26 0.92 -2.57  0.080
H4 -1.86 1.56 -0.13  0.132
H5 -1.53 -1.20 0.36  0.094
H6 -0.12 0.46 1.46  0.121
H7 0.64 1.68 0.41  0.127
H8 0.87 0.15 -1.45  0.144
C5 2.37 -0.50 1.63  -0.037
H9 2.55 -1.13 2.49  0.030
H10 3.24 -0.48 0.96  0.040
H11 2.17 0.52 1.97  0.029
H12 1.55 -0.96 1.10  -0.017



Most stable structure, least stable structure: #c, #a.



#a
Computed, not measured: an isolated molecule of C5H12O2, with wB97M-V/def2-TZVPD.

The molar mass is 104.15 g/mol. As for the LUMO energy: 0.873 eV. Its HOMO energy is -10.04 eV. As for the structure (SMILES): CC[C@@H](O)[C@@H](C)O.

Last column: Löwdin charge in e.
CARTESIAN COORDINATES (ANGSTROEM)
C1 2.10 -0.06 1.52  -0.097
C2 0.80 0.61 0.93  -0.175
C3 0.23 0.00 -0.34  -0.351
O1 0.38 -1.41 -0.19  -0.044
C4 -1.28 0.33 -0.51  -0.406
C5 -1.76 0.14 -1.95  -0.046
O2 -2.01 -0.47 0.39  -0.036
H1 1.99 -0.94 2.19  0.083
H2 2.91 -0.32 0.82  0.085
H3 2.50 0.70 2.17  0.065
H4 0.00 0.51 1.69  0.119
H5 0.97 1.68 0.78  0.116
H6 0.77 0.33 -1.25  0.148
H7 1.05 -1.45 0.51  0.059
H8 -1.47 1.37 -0.22  0.146
H9 -1.53 -0.87 -2.29  0.085
H10 -2.85 0.30 -2.02  0.081
H11 -1.27 0.86 -2.63  0.080
H12 -1.52 -1.31 0.40  0.086



#b
Computed, not measured: a structure of composition C5H12O2, with wB97M-V/def2-TZVPD.

The molar mass is 104.15 g/mol. As for the LUMO energy: 0.824 eV. Its HOMO energy is -8.22 eV.

Last column: Löwdin charge in e.
CARTESIAN COORDINATES (ANGSTROEM)
C1 -1.11 -0.75 1.41  -0.376
C2 0.13 0.47 -0.51  -0.346
C3 0.41 0.30 0.88  -0.100
C4 0.25 -0.68 -1.46  -0.095
C5 1.66 1.63 -0.75  -0.014
O1 -1.14 -2.03 0.85  -0.035
O2 -2.34 -0.10 1.22  -0.018
H1 -1.73 -2.58 1.39  0.106
H2 -2.54 -0.16 0.27  0.091
H3 -0.94 -0.81 2.49  0.121
H4 -0.72 1.12 -0.72  0.118
H5 1.27 -0.32 1.13  0.108
H6 0.26 1.19 1.50  0.104
H7 1.08 -1.34 -1.20  0.089
H8 -0.68 -1.25 -1.48  0.070
H9 1.17 2.56 -1.03  0.033
H10 2.25 1.24 -1.57  0.032
H11 2.34 1.81 0.08  0.037
H12 0.41 -0.31 -2.48  0.077



Most stable structure, least stable structure: #a, #b.



#a
Computed, not measured: a cluster of 2 separate species, C5H12O2 in total, with wB97M-V/def2-TZVPD.

The molar mass is 104.15 g/mol. As for the LUMO energy (spin up / spin down): 0.745 / 0.774 eV. Its HOMO energy (spin up / spin down) is -7.45 / -7.41 eV.

Last column: Löwdin charge in e.
CARTESIAN COORDINATES (ANGSTROEM)
C1 -2.52 -0.33 0.15  -0.047
C2 -0.52 -1.91 -1.92  -0.056
O1 0.31 -1.30 -1.13  -0.079
C3 0.60 -0.04 -1.11  -0.140
C4 1.49 0.43 -0.03  -0.223
O2 0.77 1.04 1.03  -0.194
C5 1.66 1.51 2.01  -0.131
H1 -3.25 0.39 -0.22  0.012
H2 -3.01 -0.89 0.97  0.020
H3 -2.48 -1.11 -0.64  0.004
H4 -1.10 -1.35 -2.64  0.082
H5 -0.42 -2.98 -1.91  0.069
H6 0.15 0.60 -1.86  0.131
H7 -1.60 0.26 0.46  0.034
H8 2.06 -0.41 0.39  0.133
H9 2.19 1.16 -0.43  0.122
H10 2.36 2.25 1.61  0.087
H11 2.27 0.72 2.49  0.091
H12 1.03 1.97 2.77  0.086



#b
Computed, not measured: a cluster of 2 separate species, C5H12O2 in total, with wB97M-V/def2-TZVPD.

The molar mass is 104.15 g/mol. As for the LUMO energy: 0.784 eV. Its HOMO energy is -9.66 eV. As for the structure (SMILES): CC(C)=O.COC.

Last column: Löwdin charge in e.
CARTESIAN COORDINATES (ANGSTROEM)
C1 0.07 -2.71 2.46  -0.035
C2 0.12 -1.21 2.26  -0.504
C3 -0.28 -0.37 3.45  -0.035
O1 0.45 -0.71 1.20  0.056
H1 0.37 -3.23 1.53  0.085
H2 -0.95 -3.03 2.73  0.087
H3 0.76 -3.00 3.27  0.086
H4 -1.31 -0.59 3.75  0.087
H5 0.39 -0.58 4.30  0.086
H6 -0.21 0.71 3.20  0.085
C4 -5.05 0.19 0.15  -0.139
O2 -4.96 -1.19 0.44  -0.245
C5 -4.74 -1.93 -0.75  -0.139
H7 -5.22 0.72 1.10  0.090
H8 -5.89 0.41 -0.53  0.085
H9 -4.12 0.58 -0.31  0.087
H10 -5.57 -1.80 -1.47  0.085
H11 -3.80 -1.63 -1.24  0.087
H12 -4.67 -2.99 -0.47  0.090



#c
Computed, not measured: a cluster of 2 separate species, C5H12O2 in total, with wB97M-V/def2-TZVPD.

The molar mass is 104.15 g/mol. As for the LUMO energy: 0.870 eV. Its HOMO energy is -9.98 eV. As for the structure (SMILES): CCC=O.CCO.

Last column: Löwdin charge in e.
CARTESIAN COORDINATES (ANGSTROEM)
C1 0.67 0.43 3.17  -0.108
C2 0.72 0.64 1.66  -0.222
C3 -0.66 0.69 1.06  -0.298
O1 -1.04 1.52 0.26  0.038
H1 0.19 1.28 3.67  0.078
H2 0.12 -0.47 3.43  0.074
H3 1.68 0.33 3.58  0.073
H4 1.25 1.56 1.38  0.118
H5 1.25 -0.20 1.19  0.115
H6 -1.34 -0.12 1.39  0.131
C4 -1.17 -0.36 -2.50  -0.086
C5 0.13 -0.72 -1.82  -0.348
O2 0.95 -1.58 -2.59  -0.077
H7 -0.98 0.21 -3.42  0.076
H8 -1.73 -1.27 -2.77  0.078
H9 -1.79 0.26 -1.85  0.062
H10 0.67 0.19 -1.53  0.107
H11 -0.07 -1.28 -0.89  0.105
H12 1.14 -1.12 -3.42  0.083



#d
Computed, not measured: a cluster of 2 separate species, C5H12O2 in total, with wB97M-V/def2-TZVPD.

The molar mass is 104.15 g/mol. As for the LUMO energy (spin up / spin down): 0.101 / 0.102 eV. Its HOMO energy (spin up / spin down) is -7.74 / -7.74 eV.

Last column: Löwdin charge in e.
CARTESIAN COORDINATES (ANGSTROEM)
C1 -0.85 -0.98 -0.36  -0.124
C2 -1.01 -0.34 -1.71  -0.282
O1 0.24 0.16 -2.20  -0.149
C3 0.84 0.99 -1.27  -0.277
C4 1.22 0.31 0.00  0.099
O2 -0.06 0.54 1.63  -0.211
C5 0.35 -0.26 2.72  -0.148
H1 -0.51 -0.08 0.90  0.004
H2 -0.33 -1.94 -0.42  0.062
H3 -1.84 -1.14 0.10  0.067
H4 -1.73 0.50 -1.65  0.118
H5 -1.36 -1.02 -2.49  0.116
H6 1.78 1.35 -1.72  0.142
H7 0.23 1.88 -1.03  0.140
H8 1.59 -0.71 -0.08  0.098
H9 1.81 0.94 0.67  0.095
H10 1.29 0.14 3.12  0.081
H11 0.50 -1.30 2.42  0.087
H12 -0.41 -0.22 3.51  0.082



Most stable structure, least stable structure: #c, #d.